This record from the OMol25 dataset describes a molecular structure, C10H5ClNO5W at a distorted geometry. The level of theory is ωB97M-V/def2-TZVPD.

Geometry as XYZ:
```
23
Properties=species:S:1:pos:R:3:lowdin_spin:R:1
O -5.58 -3.39 0.84 0.000
C -4.51 -3.23 0.42 0.013
W -0.65 -1.29 -0.48 1.409
O -2.30 0.53 1.72 0.050
C -1.76 -0.14 0.94 0.044
C 0.91 -1.59 -1.70 0.039
O 1.67 -1.79 -2.56 0.058
C -1.64 0.01 -1.61 0.054
O -2.14 0.79 -2.31 0.091
C -0.36 -2.05 1.39 0.070
O -0.18 -2.44 2.48 0.090
H -3.41 -2.75 0.53 0.020
Cl 0.87 4.31 -0.56 -0.001
C 1.36 2.71 -0.17 0.001
C 2.69 2.33 -0.05 0.026
C 3.02 1.00 0.22 0.002
C 1.98 0.08 0.25 0.018
N 0.69 0.41 0.05 0.002
C 0.37 1.73 -0.02 0.008
H 3.46 3.07 -0.19 0.001
H 4.04 0.64 0.40 0.000
H 2.17 -0.97 0.46 0.003
H -0.68 2.02 -0.06 0.000
```

Computed properties:
Kohn-Sham gap (spin up / spin down): 5.056 / 4.571 eV
Relative energy (zero: lowest compared OMol25 entry of this formula, charge and spin): 47.6 kcal per mole
<S²>: 2.021
2S+1: 3
Net charge: +3